ORCA calculation (ωB97M-V/def2-TZVPD) on C23H45ClNO12S2 as an isolated structure at a distorted geometry.

Properties
**Kohn-Sham gap**: 0.28082 hartree
**HOMO**: -0.214 Eh
**Max |F|**: 5.30 eV/Å
**Calculated total energy**: -3117.51930 Ha
**Total charge**: -1

Geometry as XYZ:
```
84
C23H45ClNO12S2 (ωB97M-V/def2-TZVPD)
O -3.169 2.969 3.779
C -2.998 2.817 2.541
C -3.253 1.329 1.967
S -1.815 0.184 2.374
O -1.153 0.589 3.665
O -2.475 -1.174 2.600
N -0.764 -0.015 1.046
S 0.604 0.997 1.155
O 1.506 0.736 2.327
O 0.315 2.471 1.048
Cl 1.751 0.530 -0.552
H -2.669 3.689 1.879
H -3.411 1.324 0.832
H -4.193 0.889 2.458
C -8.562 4.484 3.326
C -7.444 3.482 3.450
O -7.541 2.367 2.972
C -6.205 3.914 4.188
H -9.389 4.037 2.771
H -8.919 4.768 4.318
H -8.212 5.365 2.783
H -6.458 4.173 5.219
H -5.751 4.769 3.684
H -5.486 3.093 4.200
C -1.502 -3.149 -1.290
C -1.018 -2.033 -2.178
O -0.301 -1.155 -1.749
C -1.459 -2.052 -3.620
H -1.107 -3.006 -0.282
H -2.593 -3.140 -1.242
H -1.148 -4.110 -1.673
H -2.548 -1.993 -3.676
H -1.103 -2.963 -4.106
H -1.035 -1.189 -4.139
C 6.182 -0.380 -1.948
C 5.221 0.747 -1.676
O 4.052 0.674 -2.001
C 5.761 1.968 -0.984
H 5.654 -1.193 -2.449
H 6.988 -0.033 -2.598
H 6.590 -0.756 -1.008
H 6.550 2.421 -1.590
H 6.148 1.694 -0.001
H 4.958 2.697 -0.854
C 5.317 1.286 4.116
C 5.897 0.623 2.896
O 6.682 1.208 2.170
C 5.469 -0.790 2.608
H 5.713 2.301 4.199
H 4.230 1.340 4.028
H 5.597 0.727 5.012
H 4.388 -0.827 2.454
H 5.755 -1.442 3.437
H 5.964 -1.141 1.700
C 9.250 -4.358 -3.940
C 7.919 -3.685 -3.722
O 7.676 -3.086 -2.692
C 6.904 -3.782 -4.829
H 9.880 -4.206 -3.061
H 9.104 -5.431 -4.085
H 9.749 -3.924 -4.808
H 6.654 -4.828 -5.014
H 7.298 -3.322 -5.737
H 5.997 -3.252 -4.535
C -12.551 5.989 6.837
C -11.987 5.309 5.617
O -11.207 5.880 4.880
C -12.427 3.895 5.345
H -12.147 7.001 6.906
H -13.639 6.050 6.758
H -12.267 5.436 7.735
H -13.509 3.864 5.201
H -12.138 3.249 6.177
H -11.942 3.534 4.436
C 3.835 -6.117 -6.405
C 4.337 -5.000 -7.281
O 5.048 -4.120 -6.836
C 3.925 -5.017 -8.729
H 4.210 -5.977 -5.389
H 2.743 -6.108 -6.379
H 4.196 -7.077 -6.782
H 2.837 -4.958 -8.807
H 4.289 -5.927 -9.209
H 4.359 -4.154 -9.239
```